1.
{
  "formula": "C3H2N3O",
  "method": "ωB97M-V/def2-TZVPD",
  "total_charge": 1,
  "e_above_lowest_kcal_mol": 78.48,
  "molar_mass_da": 96.069,
  "spin_multiplicity": 1,
  "lumo_energy_ev": [-9.387, -8.417],
  "species": ["N", "O", "N", "C", "C", "H", "C", "N", "H"],
  "positions_angstrom": [[3.39, -0.39, -1.64], [-1.72, 0.30, -0.72], [2.71, 0.25, -1.08], [-0.32, -0.25, 0.98], [-0.48, 0.12, -1.06], [0.24, -0.36, 1.82], [-1.61, 0.24, 0.60], [0.27, -0.47, -0.17], [-2.49, 0.57, 1.27]]
}


2.
{
  "formula": "C3H2N3O2",
  "method": "ωB97M-V/def2-TZVPD",
  "total_charge": -1,
  "e_above_lowest_kcal_mol": 112.43,
  "molar_mass_da": 112.068,
  "spin_multiplicity": 1,
  "smiles": "O=c1nnccn1[O-]",
  "lumo_energy_ev": 4.236,
  "species": ["O", "H", "N", "C", "O", "N", "N", "H", "C", "C"],
  "positions_angstrom": [[3.54, -1.43, -0.14], [-0.43, 0.53, 1.36], [2.34, 0.54, -0.20], [0.43, 0.07, 0.98], [0.70, -2.72, -1.10], [1.08, -1.69, -0.49], [1.24, 0.96, 0.40], [0.01, -2.15, 1.28], [2.60, -0.71, -0.29], [0.58, -1.39, 0.69]]
}


| no. | E (eV) | largest force on an atom (eV Å⁻¹) |
| --- | --- | --- |
| 1 | -9648.1205 | 4.6 |
| 2 | -11705.5353 | 4.0 |